1.
Below is a 2-piece molecular cluster, C11H21N2 overall, with properties calculated with the ωB97M-V functional and the def2-TZVPD basis.

Atoms and positions in Å:
C (2.821997, 0.718675, 0.487530)
C (1.836703, 1.573288, 0.716849)
C (-1.385064, -0.283922, -2.259801)
C (1.171695, -0.938242, -0.362631)
C (2.653350, -0.578134, -0.242975)
C (0.416451, 1.357603, 0.275890)
C (0.373342, 0.286014, -0.821462)
C (3.427703, -1.709268, 0.433564)
C (-0.209194, 2.667777, -0.202474)
C (-2.642536, -1.599149, 1.410298)
C (-2.916463, -0.261666, 0.898875)
N (-3.975036, 0.023472, 0.215293)
N (-0.985518, -0.108297, -1.084823)
H (3.824356, 0.943220, 0.820223)
H (2.019912, 2.494291, 1.250652)
H (-2.406813, -0.603524, -2.418703)
H (-0.769826, -0.135182, -3.148303)
H (1.041483, -1.754291, -1.077202)
H (0.795885, -1.269832, 0.608350)
H (3.067111, -0.445800, -1.252823)
H (-0.151132, 0.989743, 1.142782)
H (0.844550, 0.687448, -1.732946)
H (3.337074, -2.625070, -0.145852)
H (3.041246, -1.893154, 1.431787)
H (4.481157, -1.458027, 0.511870)
H (-1.237478, 2.512857, -0.522334)
H (0.350409, 3.063463, -1.043240)
H (-0.199257, 3.407626, 0.590723)
H (-1.888444, -2.066562, 0.767929)
H (-2.204070, -1.550793, 2.407175)
H (-3.527084, -2.235030, 1.415174)
H (-2.205577, 0.530997, 1.087831)
H (-4.660469, -0.693351, -0.003981)
H (-4.140469, 0.952816, -0.153260)

Forces on the atoms, in the same order (eV/Å):
-0.01 0.02 -0.09
-0.06 -0.04 0.12
-0.01 0.03 -0.27
0.17 0.27 -0.34
-0.09 -0.28 0.02
-0.01 0.08 -0.42
0.49 -0.07 0.23
-0.08 0.17 -0.22
0.04 -0.32 0.18
0.00 -0.57 0.15
0.00 0.29 -0.65
0.20 -0.13 0.25
-0.60 -0.07 0.56
0.15 0.13 0.09
0.13 0.12 0.11
-0.24 -0.10 -0.12
0.13 0.05 -0.01
-0.02 -0.03 0.04
-0.03 -0.05 0.09
-0.05 -0.04 0.05
-0.03 -0.06 -0.02
-0.02 0.02 0.07
0.03 -0.12 -0.02
-0.03 -0.03 0.19
0.15 -0.02 0.04
-0.17 0.05 -0.06
0.09 0.11 -0.17
-0.03 0.16 0.10
0.00 0.15 -0.02
-0.07 0.06 0.01
0.00 0.01 0.03
-0.16 0.14 -0.01
0.06 0.11 0.05
0.06 -0.06 0.06

Total energy = -540.97727 Eh
HOMO = -0.440 Ha
Gap between HOMO and LUMO = 7.79 eV
Charge = +1



2.
Below is a 2-piece molecular cluster, C6H8BrN2O3P overall at a distorted geometry, with properties calculated with the ωB97M-V functional and the def2-TZVPD basis.

Atoms and positions in Å:
C (0.150159, 2.418390, 1.257223)
O (1.172205, 1.584089, 0.740357)
P (0.864443, 0.188611, 0.008054)
N (-0.054934, -0.560219, 1.240899)
C (-0.973102, -1.270158, 1.523845)
O (-1.821144, -1.930572, 1.939001)
O (2.340306, -0.387681, 0.328880)
C (2.797575, -1.571562, -0.300490)
H (-0.438698, 1.892555, 2.012546)
H (-0.519568, 2.786115, 0.476470)
H (0.657990, 3.261944, 1.723935)
H (3.848846, -1.429785, -0.555900)
H (2.231778, -1.791940, -1.209713)
H (2.704309, -2.414574, 0.385747)
C (-1.000896, 0.442279, -1.767733)
C (-2.112660, 0.020036, -1.151434)
Br (-3.164595, 1.206733, -0.069567)
C (-2.547373, -1.314562, -1.148723)
N (-2.898396, -2.405373, -1.165162)
H (-0.485277, -0.212230, -2.448698)
H (-0.750959, 1.487902, -1.819531)

Forces on the atoms, in the same order (eV/Å):
-0.13 0.24 0.23
0.04 0.19 -0.17
1.01 -0.36 0.91
0.72 0.54 -0.52
0.08 0.10 0.33
-0.85 -0.67 0.17
-0.01 0.16 0.04
0.10 -0.22 -0.13
0.04 0.01 -0.06
0.04 -0.02 -0.02
-0.09 -0.04 -0.05
-0.12 -0.03 0.01
0.03 -0.01 -0.03
-0.01 0.02 -0.02
-1.11 -0.02 -0.57
0.13 1.08 0.20
0.22 -0.26 -0.23
-0.08 -0.13 -0.19
-0.15 -0.59 0.01
0.10 -0.14 0.01
0.05 0.14 0.09

Total energy = -3484.01735 Eh
SMILES string = COP(N=C=O)OC.C=C(Br)C#N
HOMO = -0.325 Ha
Gap between HOMO and LUMO = 8.80 eV



3.
Below is a 3-piece molecular cluster, C2H7OS2 overall at a distorted geometry, with properties calculated with the ωB97M-V functional and the def2-TZVPD basis.

Atoms and positions in Å:
C (-1.581798, -1.265186, 0.213811)
O (-2.776186, -1.213742, 0.424711)
H (-1.244382, -1.172194, -0.823545)
H (-1.023176, 0.835645, 2.622473)
H (-0.905088, -1.404273, 1.061277)
C (1.159873, 1.054032, -1.230899)
S (2.055789, 0.264387, 0.165043)
S (1.744944, -1.751408, -0.116434)
H (1.840990, 1.135792, -2.076868)
H (0.812105, 2.029497, -0.915421)
H (0.389767, 0.355578, -1.541331)
H (-0.472842, 1.131870, 2.217184)

Forces on the atoms, in the same order (eV/Å):
-1.33 0.14 0.33
-0.02 -0.04 -0.02
0.67 -0.06 0.12
0.00 0.07 -0.01
0.60 0.02 -0.39
0.86 -0.76 0.04
-0.30 0.27 0.08
0.16 -0.17 -0.15
0.04 0.23 -0.11
-0.29 0.15 -0.06
-0.40 0.23 0.15
0.01 -0.08 0.02

Total energy = -951.99836 Eh
HOMO = -0.086 Ha
Gap between HOMO and LUMO = 6.05 eV
Charge = -1



4.
Below is a 8-piece molecular cluster, C36H81NO10SSi overall at a distorted geometry, with properties calculated with the ωB97M-V functional and the def2-TZVPD basis.

Atoms and positions in Å:
C (3.596986, 1.581910, -0.626193)
C (2.998760, 2.807531, 0.069087)
O (2.783357, 2.558299, 1.454445)
C (1.483634, 2.921457, 1.928746)
Si (0.286353, 1.442883, 1.894364)
C (0.850710, 0.268502, 3.251457)
C (-0.261230, -0.556648, 3.909434)
C (-0.699947, -1.767575, 3.054274)
S (-2.447805, -1.685897, 2.554105)
C (0.177270, 0.647493, 0.174337)
C (0.937605, -0.692427, -0.011753)
C (0.005824, -1.788635, -0.534877)
C (-0.588411, -1.552827, -1.892013)
O (-1.358564, -2.319792, -2.387702)
O (-0.210168, -0.424004, -2.562870)
C (-1.429180, 2.158132, 2.282921)
C (-2.387457, 2.404553, 1.299973)
C (-3.639551, 2.924336, 1.617610)
C (-3.891485, 3.208476, 2.958546)
C (-2.869818, 2.960199, 3.874842)
N (-1.680922, 2.447252, 3.583458)
H (2.978062, 1.298006, -1.476116)
H (3.588615, 0.734369, 0.052468)
H (4.610754, 1.745798, -0.974953)
H (3.693448, 3.643832, -0.018450)
H (2.068235, 3.099398, -0.413032)
H (1.095002, 3.808102, 1.423234)
H (1.606758, 3.200657, 2.975840)
H (1.651860, -0.382849, 2.909301)
H (1.307895, 0.896086, 4.017412)
H (-1.127070, 0.050131, 4.142875)
H (0.102521, -0.931401, 4.864338)
H (-0.591223, -2.663051, 3.655206)
H (-0.056488, -1.881762, 2.190056)
H (-2.590909, -0.355475, 2.553916)
H (0.545093, 1.359054, -0.557111)
H (-0.878977, 0.458124, 0.000291)
H (1.705675, -0.580998, -0.765087)
H (1.377944, -1.068586, 0.902388)
H (-0.835548, -1.960653, 0.136371)
H (0.540031, -2.734375, -0.613649)
H (-1.003174, 0.101697, -2.711745)
H (-2.153758, 2.191444, 0.266884)
H (-4.383105, 3.092227, 0.854348)
H (-4.839011, 3.607172, 3.278816)
H (-3.054535, 3.198120, 4.915261)
C (5.378073, -3.954679, -1.086270)
C (3.871201, -3.950416, -0.879851)
C (3.163050, -4.849273, -1.882332)
O (3.361923, -2.618082, -0.961387)
H (5.625958, -3.576682, -2.082158)
H (5.866606, -3.307672, -0.356852)
H (5.788430, -4.960654, -0.989539)
H (3.643514, -4.285945, 0.133286)
H (3.344778, -4.498370, -2.901847)
H (2.085045, -4.836646, -1.719066)
H (3.512189, -5.879780, -1.807471)
H (3.543013, -2.286861, -1.847954)
C (2.231507, -5.712521, 5.823121)
C (1.402360, -5.008633, 4.760405)
C (2.088548, -5.034228, 3.402137)
O (1.130825, -3.662138, 5.150699)
H (3.196692, -5.212979, 5.944352)
H (1.722171, -5.684023, 6.786351)
H (2.415486, -6.754043, 5.556661)
H (0.426958, -5.490258, 4.682908)
H (3.049209, -4.513496, 3.452289)
H (1.477055, -4.526747, 2.654624)
H (2.269069, -6.056791, 3.067966)
H (1.973032, -3.201352, 5.228822)
C (9.111041, 1.597648, -0.793104)
C (7.765358, 0.895325, -0.698647)
C (7.880218, -0.588932, -1.010488)
O (6.818637, 1.511114, -1.572322)
H (9.511996, 1.516234, -1.807230)
H (9.005830, 2.658182, -0.564255)
H (9.834404, 1.162244, -0.102603)
H (7.358094, 1.023805, 0.304947)
H (8.243677, -0.736093, -2.031585)
H (6.904731, -1.070565, -0.934122)
H (8.569318, -1.086236, -0.326498)
H (7.141880, 1.417503, -2.474699)
C (-3.946300, 0.486172, -4.504718)
C (-4.616171, -0.660741, -5.244106)
C (-5.598434, -1.400345, -4.347583)
O (-3.625750, -1.557518, -5.738182)
H (-3.368391, 0.094549, -3.661459)
H (-3.243181, 1.004169, -5.159386)
H (-4.672401, 1.208815, -4.128730)
H (-5.140922, -0.279413, -6.121231)
H (-5.077516, -1.825728, -3.485564)
H (-6.065290, -2.222702, -4.890161)
H (-6.381659, -0.734624, -3.981249)
H (-3.144132, -1.907721, -4.978935)
C (-2.342489, 6.447312, 5.485468)
C (-2.952690, 6.689183, 6.856776)
C (-1.992837, 7.426217, 7.778455)
O (-3.354010, 5.451160, 7.444075)
H (-1.448206, 5.823415, 5.569658)
H (-3.048454, 5.919679, 4.843353)
H (-2.063515, 7.383991, 5.000656)
H (-3.869166, 7.270553, 6.749199)
H (-1.086004, 6.835160, 7.932913)
H (-2.449912, 7.590009, 8.754440)
H (-1.705349, 8.392386, 7.361464)
H (-2.564605, 4.910791, 7.555349)
C (-5.947289, 5.988037, -3.621330)
C (-4.990299, 4.822599, -3.423990)
C (-4.142623, 4.573139, -4.662110)
O (-5.712899, 3.642248, -3.067931)
H (-6.638954, 5.776532, -4.441327)
H (-6.541869, 6.151381, -2.722438)
H (-5.409385, 6.907571, -3.855323)
H (-4.337502, 5.030003, -2.575060)
H (-4.774933, 4.316685, -5.516628)
H (-3.463776, 3.736286, -4.495414)
H (-3.553180, 5.453002, -4.923031)
H (-6.306463, 3.432789, -3.796820)
C (-1.034684, -4.804847, -5.853786)
C (-1.501609, -6.104116, -5.219519)
C (-3.003869, -6.290678, -5.373217)
O (-1.140092, -6.133110, -3.839847)
H (-1.510949, -3.951257, -5.364498)
H (0.042827, -4.685641, -5.735879)
H (-1.275192, -4.768916, -6.917285)
H (-0.982417, -6.945299, -5.681048)
H (-3.539261, -5.476284, -4.877632)
H (-3.322045, -7.225262, -4.910416)
H (-3.297324, -6.303348, -6.423889)
H (-1.584746, -5.392542, -3.411375)

Forces on the atoms, in the same order (eV/Å):
-0.32 0.06 -0.05
0.38 -0.22 0.05
-0.14 0.01 -0.11
0.01 -0.26 0.10
0.15 0.13 -0.25
-0.44 0.26 0.21
0.26 -0.55 -0.15
-0.09 0.45 0.52
-0.10 -0.27 -0.16
0.56 -0.40 0.72
-0.88 -0.04 -0.64
0.55 0.15 0.03
-0.11 -0.19 0.04
-0.65 -0.38 -0.32
0.34 0.44 0.54
-0.18 0.04 0.32
-0.10 0.05 -0.14
0.35 -0.03 0.72
0.50 -0.27 -0.63
-0.40 0.16 0.21
-0.04 0.04 -0.44
0.03 -0.04 -0.18
0.08 -0.08 0.17
0.06 0.00 0.02
-0.02 0.20 0.02
-0.18 0.06 0.01
0.01 0.09 -0.14
-0.02 0.10 0.13
0.12 -0.09 -0.13
0.03 0.16 0.05
-0.04 0.24 0.05
0.03 -0.11 0.11
-0.10 -0.21 -0.04
0.00 0.01 -0.19
0.11 0.09 -0.05
-0.21 0.18 -0.22
-0.22 0.14 -0.16
0.40 0.11 0.18
0.32 0.08 0.09
-0.15 0.00 0.02
0.08 -0.14 0.06
-0.08 -0.04 -0.52
0.01 -0.06 -0.09
-0.08 0.03 -0.10
-0.11 0.06 0.13
0.09 -0.03 0.14
0.03 0.08 0.11
0.11 -0.06 -0.35
-0.11 0.03 0.07
-0.05 -0.03 0.18
-0.02 -0.06 -0.04
-0.02 -0.03 0.02
0.00 -0.01 -0.02
-0.04 0.07 0.04
0.07 -0.02 -0.01
0.00 -0.02 0.02
0.01 0.00 -0.01
0.01 0.02 -0.02
-0.08 0.01 0.09
0.35 0.02 -0.05
-0.10 0.06 -0.07
-0.16 -0.03 0.01
0.03 -0.02 -0.06
-0.03 -0.01 -0.02
0.01 0.00 -0.01
-0.06 0.06 0.02
0.03 -0.05 0.04
-0.02 -0.02 0.01
0.01 0.00 0.00
0.02 0.01 0.01
-0.05 0.12 0.03
0.21 -0.12 -0.22
-0.13 -0.04 0.03
0.00 0.05 0.09
0.02 -0.07 0.00
-0.01 -0.01 0.03
0.00 -0.01 -0.01
-0.08 0.05 -0.01
0.07 0.02 0.01
0.00 0.02 0.03
0.01 0.00 -0.01
0.02 0.00 -0.02
0.10 0.17 -0.13
0.15 -0.12 0.44
-0.07 -0.06 -0.08
-0.05 -0.03 -0.19
-0.13 -0.04 0.09
-0.06 0.00 -0.05
0.04 -0.01 0.07
0.07 -0.03 -0.08
0.02 0.06 0.03
-0.01 0.02 -0.02
0.01 0.00 0.02
0.04 0.00 0.01
-0.10 -0.06 -0.08
0.34 -0.07 -0.01
-0.08 0.02 0.09
-0.16 0.06 -0.03
0.04 0.05 0.03
-0.01 0.04 -0.01
0.01 0.00 0.01
-0.07 -0.06 0.03
0.03 0.01 -0.07
-0.02 0.01 -0.02
0.01 -0.01 -0.01
0.02 -0.02 0.02
-0.04 0.00 0.12
-0.16 0.05 -0.31
0.09 -0.11 0.07
0.13 0.00 0.13
0.05 0.01 -0.06
0.03 0.00 0.01
0.00 0.00 -0.02
-0.02 -0.07 0.06
-0.04 0.07 0.00
0.02 0.02 0.02
-0.02 0.01 -0.01
-0.04 0.00 -0.01
0.16 0.03 -0.04
-0.24 0.31 0.06
-0.01 -0.13 0.03
0.07 -0.15 -0.03
-0.07 -0.01 -0.03
0.01 -0.04 -0.01
-0.03 0.01 0.01
0.06 -0.04 0.08
0.02 0.06 -0.05
0.02 -0.01 -0.02
0.00 0.02 0.00
0.05 0.04 0.05

Total energy = -2915.08622 Eh
SMILES string = CCOC[Si@](CCCS)(CCCC(=O)O)c1ccccn1.CC(C)O.CC(C)O.CC(C)O.CC(C)O.CC(C)O.CC(C)O.CC(C)O
HOMO = -0.318 Ha
Gap between HOMO and LUMO = 9.04 eV